This record from OMol25 describes a cluster of 2 separate species, C3H6O2 in total at a distorted geometry. The level of theory is the ωB97M-V functional and the def2-TZVPD basis.

Structure (ORCA input):
```
! wB97M-V def2-TZVPD RIJCOSX def2/J DEFGRID3
* xyz 0 1
C -0.96003 -2.34826 0.58580
C -0.40859 -1.21136 0.19528
O 0.06907 -1.01124 -1.04842
H -1.51065 -2.42996 1.50092
H -0.83954 -3.24120 -0.01530
H -0.34351 -0.36664 0.87249
H 0.29876 -0.07917 -1.18715
C 0.47806 2.52687 0.60339
O 0.73968 1.74060 -0.26137
H 1.06460 2.54546 1.54530
H -0.34201 3.26651 0.63082
*
```

The energy relative to the best compared isomer or geometry (same formula, charge and spin) is 53.8 kcal per mole. The LUMO energy is 0.2 eV. The orbital gap comes out at 8.778 eV. As for the highest occupied orbital energy: -8.603 eV.